No. 1
{"formula": "C4H8O3", "method": "the ωB97M-V functional and the def2-TZVPD basis", "symbols": ["C", "O", "C", "C", "O", "O", "C", "H", "H", "H", "H", "H", "H", "H", "H"], "coordinates": [[-2.20490, 0.58026, -0.41833], [-1.30812, 0.47845, 0.67689], [-0.64721, -0.70352, 1.07429], [0.59698, -0.83924, 0.21408], [0.67091, -1.51207, -0.78566], [1.54860, 0.01776, 0.62380], [2.42954, 0.45045, -0.41265], [-2.47970, -0.35589, -0.92345], [-1.79245, 1.26618, -1.17293], [-3.11661, 1.04132, -0.02220], [-0.36561, -0.52028, 2.11764], [-1.24373, -1.62580, 1.02318], [2.75762, -0.38863, -1.02702], [1.88123, 1.16565, -1.03342], [3.27347, 0.94534, 0.06577]], "forces_ev_per_angstrom": [[-0.148, 0.051, -0.173], [-0.081, 0.189, 0.302], [-0.008, -0.138, 0.130], [-0.162, -0.066, -0.354], [-0.052, 0.222, 0.326], [-0.194, -0.067, -0.051], [0.205, 0.090, -0.195], [0.312, -0.023, 0.349], [0.024, -0.254, 0.165], [0.057, -0.129, -0.136], [0.001, -0.141, -0.216], [-0.055, 0.330, -0.224], [0.032, 0.102, 0.110], [0.176, -0.068, -0.021], [-0.108, -0.098, -0.012]], "nbo_charge": [-0.25, -0.54, -0.15, 0.76, -0.59, -0.50, -0.27, 0.18, 0.18, 0.18, 0.21, 0.19, 0.21, 0.18, 0.20], "gap_ev": 10.72, "energy_ha": -382.897707, "homo_ev": -9.799, "smiles": "COCC(=O)OC", "lumo_energy_ev": 0.924, "de_lowest_ev": 1.826}

=====

No. 2
{"formula": "C4H8O3", "method": "the ωB97M-V functional and the def2-TZVPD basis", "symbols": ["O", "C", "O", "C", "C", "C", "O", "H", "H", "H", "H", "H", "H", "H", "H"], "coordinates": [[-2.59670, -0.47968, 0.91725], [-1.59105, 0.16896, 0.69427], [-1.26988, 1.27379, 1.44695], [-0.59209, -0.10988, -0.46479], [0.85153, -0.34597, -0.08052], [1.66312, -0.24874, -1.37091], [3.06078, -0.23904, -0.97106], [-1.91671, 1.15495, 2.03108], [-0.80357, 0.81717, -1.15364], [-1.05538, -0.96569, -1.08178], [1.23654, 0.36567, 0.59126], [1.04534, -1.30402, 0.38578], [1.30207, -0.92269, -2.14259], [1.55017, 0.69099, -1.90508], [3.09891, -1.06320, -0.53854]], "forces_ev_per_angstrom": [[1.215, 0.889, -0.050], [0.371, -0.898, -1.113], [3.627, -0.900, -4.453], [-3.063, 0.478, -0.847], [-0.453, 0.039, -2.022], [0.813, 1.521, 0.652], [-1.242, 0.334, -1.715], [-4.339, 0.299, 4.779], [1.050, -1.430, 1.188], [0.839, 1.087, 1.157], [0.243, 1.202, 0.814], [-0.383, -0.486, 0.011], [0.654, -1.081, 0.098], [-0.291, 0.520, 0.490], [0.961, -1.576, 1.011]], "nbo_charge": [-0.59, 0.79, -0.67, -0.51, -0.44, -0.07, -0.70, 0.48, 0.24, 0.24, 0.23, 0.20, 0.17, 0.18, 0.45], "gap_ev": 11.12, "energy_ha": -382.907436, "homo_ev": -10.376, "smiles": "O=C(O)CCCO", "lumo_energy_ev": 0.744, "de_lowest_ev": 1.561}

=====

No. 3
{"formula": "C4H8O3", "method": "the ωB97M-V functional and the def2-TZVPD basis", "symbols": ["C", "C", "O", "C", "O", "C", "O", "H", "H", "H", "H", "H", "H", "H", "H"], "coordinates": [[-2.28469, 0.62925, -1.52254], [0.14263, 0.85407, 0.55923], [0.91492, 1.09009, 1.57409], [0.27959, -0.26803, -0.22658], [1.39784, -1.42650, 0.19478], [2.36165, -1.46254, 1.05782], [2.65202, -0.59418, 1.89743], [-2.59103, 0.16968, -0.57193], [-2.70211, 0.04490, -2.34167], [-2.62909, 1.66247, -1.58939], [-0.58638, 1.68292, 0.34053], [1.73714, 0.28358, 1.78381], [-1.20338, 0.64134, -1.66007], [-0.49196, -0.94215, -0.57416], [3.00285, -2.36490, 1.07865]], "forces_ev_per_angstrom": [[-0.126, 0.043, -0.222], [0.735, -0.778, 0.178], [0.638, 0.022, 0.246], [0.667, -1.085, 1.389], [-0.489, 0.800, -0.016], [-0.254, 0.495, 0.157], [-0.236, -0.282, -0.324], [0.229, 0.274, -0.287], [-0.130, 0.088, 0.001], [-0.189, -0.145, 0.069], [0.566, -1.247, -0.050], [-0.922, 1.209, -0.298], [-0.242, -0.025, 0.091], [0.364, 0.459, -0.404], [-0.612, 0.172, -0.532]], "nbo_charge": [-0.86, 0.19, -0.69, -0.12, -0.53, 0.69, -0.62, 0.21, 0.22, 0.22, 0.21, 0.48, 0.22, 0.22, 0.15], "gap_ev": 9.75, "energy_ha": -382.837970, "homo_ev": -8.918, "lumo_energy_ev": 0.834, "de_lowest_ev": 3.452}

=====

No. 4
{"formula": "C4H8O3", "method": "the ωB97M-V functional and the def2-TZVPD basis", "symbols": ["O", "C", "C", "C", "C", "O", "H", "H", "H", "H", "H", "H", "O", "H", "H"], "coordinates": [[1.98617, 0.31746, -0.39699], [1.47579, -0.45832, 0.35878], [0.06700, -0.98316, 0.19262], [-0.83746, -0.54896, 1.36471], [-0.93337, 0.98962, 1.36561], [-0.03958, 1.74197, 1.12608], [2.05704, -0.93332, 1.17307], [-0.34403, -0.71294, -0.77958], [0.11278, -2.07184, 0.03984], [-0.57508, -1.01640, 2.31290], [-1.84256, -0.80308, 1.11163], [-1.98284, 1.33178, 1.46313], [-1.29095, -0.67625, -3.12242], [-0.79932, -1.28463, -2.58115], [-0.98705, 0.22161, -3.24044]], "forces_ev_per_angstrom": [[0.253, 0.040, -0.063], [-0.062, -0.524, -0.695], [0.084, -0.467, -0.071], [0.381, 0.648, -1.032], [-0.409, -0.847, -0.010], [0.260, 0.243, 0.242], [-0.033, 0.226, 0.239], [0.007, 0.924, 0.268], [0.138, -0.034, 0.849], [0.095, 0.252, 0.088], [-0.793, -0.747, 0.082], [0.085, 0.314, 0.244], [-1.649, -0.430, -0.831], [0.799, 0.589, 0.110], [0.843, -0.187, 0.579]], "nbo_charge": [-0.50, 0.44, -0.51, -0.51, 0.45, -0.49, 0.10, 0.22, 0.23, 0.24, 0.22, 0.10, -0.97, 0.48, 0.49], "gap_ev": 10.53, "energy_ha": -382.880951, "homo_ev": -9.857, "smiles": "O=CCCC=O.O", "lumo_energy_ev": 0.675, "de_lowest_ev": 2.282}

=====

No. 5
{"formula": "C4H8O3", "method": "the ωB97M-V functional and the def2-TZVPD basis", "symbols": ["O", "C", "C", "O", "C", "C", "O", "H", "H", "H", "H", "H", "H", "H", "H"], "coordinates": [[-1.83288, -0.01909, -0.43593], [-0.80014, -0.54932, -0.07396], [-0.18832, -1.65105, -0.91321], [-0.98034, -1.94342, -2.02306], [-0.07612, -0.09985, 1.17470], [0.83404, 1.08741, 0.86569], [1.83751, 0.65425, -0.03706], [0.81935, -1.31022, -1.19994], [-0.05670, -2.54293, -0.27971], [-1.70535, -1.29552, -1.99724], [-0.83101, 0.20047, 1.90755], [0.53292, -0.91381, 1.58355], [0.23914, 1.89806, 0.42156], [1.26187, 1.46735, 1.80312], [2.68547, 1.02039, 0.23181]], "forces_ev_per_angstrom": [[0.350, -0.182, 0.097], [-0.220, 0.118, -0.113], [0.120, 0.044, 0.223], [-0.104, 0.073, -0.073], [-0.021, -0.058, 0.066], [-0.288, 0.115, 0.237], [0.305, 0.103, 0.034], [-0.139, -0.059, 0.037], [-0.035, 0.131, -0.066], [0.029, -0.093, -0.042], [0.086, -0.039, -0.081], [-0.094, 0.106, -0.042], [0.119, -0.137, 0.017], [-0.011, -0.118, -0.179], [-0.097, -0.004, -0.116]], "nbo_charge": [-0.56, 0.58, -0.17, -0.71, -0.53, -0.05, -0.73, 0.21, 0.19, 0.49, 0.24, 0.22, 0.18, 0.17, 0.48], "gap_ev": 10.70, "energy_ha": -382.915810, "homo_ev": -10.133, "smiles": "O=C(CO)CCO", "lumo_energy_ev": 0.565, "de_lowest_ev": 1.334}

=====

No. 6
{"formula": "C4H8O3", "method": "the ωB97M-V functional and the def2-TZVPD basis", "symbols": ["C", "O", "C", "O", "C", "C", "O", "H", "H", "H", "H", "H", "H", "H", "H"], "coordinates": [[-0.42852, -0.98494, -2.13837], [-0.81643, -0.48548, -0.85778], [-0.15119, 0.58814, -0.42665], [0.54775, 1.29273, -1.12103], [-0.25943, 0.74751, 1.07810], [0.43183, -0.46975, 1.70058], [0.33562, 1.95184, 1.47550], [-0.61429, -0.25398, -2.92684], [-1.02462, -1.88421, -2.29125], [0.63604, -1.23528, -2.12015], [-1.31900, 0.75645, 1.36456], [-0.08340, -1.39038, 1.41181], [0.43635, -0.38324, 2.78901], [1.46992, -0.52250, 1.35229], [0.83938, 2.27309, 0.71022]], "forces_ev_per_angstrom": [[0.045, -0.102, -0.257], [0.030, 0.094, 0.123], [0.284, 0.177, -0.140], [-0.291, -0.329, 0.262], [-0.148, -0.199, -0.047], [0.062, -0.063, 0.071], [0.101, 0.097, -0.108], [-0.010, -0.060, 0.105], [0.077, 0.143, -0.040], [-0.140, 0.038, -0.073], [0.125, 0.003, -0.056], [0.071, 0.135, 0.101], [-0.019, 0.035, -0.123], [-0.131, 0.015, 0.086], [-0.055, 0.016, 0.096]], "nbo_charge": [-0.26, -0.50, 0.78, -0.61, 0.00, -0.62, -0.71, 0.20, 0.20, 0.19, 0.19, 0.22, 0.23, 0.21, 0.49], "gap_ev": 11.33, "energy_ha": -382.936044, "homo_ev": -10.529, "smiles": "COC(=O)[C@@H](C)O", "lumo_energy_ev": 0.805, "de_lowest_ev": 0.783}

=====

No. 7
{"formula": "C4H8O3", "method": "the ωB97M-V functional and the def2-TZVPD basis", "symbols": ["C", "O", "C", "O", "C", "C", "O", "H", "H", "H", "H", "H", "H", "H", "H"], "coordinates": [[-2.74402, -0.07839, -0.03821], [-1.46763, 0.29855, 0.36760], [-0.47934, 0.44782, -0.51592], [-0.63633, 0.86199, -1.64443], [0.63533, -0.16921, 0.39694], [2.00551, 0.08475, -0.10784], [2.95164, -0.46640, 0.77842], [-2.70102, -0.94514, -0.70953], [-3.18828, -0.36069, 0.91380], [-3.24111, 0.76377, -0.50812], [0.49333, 0.21760, 1.42119], [0.40865, -1.24714, 0.50615], [2.05175, -0.35711, -1.10986], [2.09186, 1.17579, -0.18697], [3.81966, -0.22617, 0.43680]], "forces_ev_per_angstrom": [[-0.685, 0.032, -0.090], [-0.441, 0.208, 0.544], [-0.010, -0.616, 0.693], [0.990, -0.754, 1.276], [0.099, 0.254, -0.461], [-0.145, 0.259, -0.483], [0.317, 0.049, -0.096], [-0.075, 0.223, 0.032], [-0.604, -0.008, -0.309], [-0.410, -0.104, -0.112], [0.064, 0.127, -0.587], [0.093, 0.409, -0.400], [0.397, 0.129, -0.043], [0.389, -0.064, -0.151], [0.019, -0.144, 0.189]], "nbo_charge": [-0.26, -0.53, 0.81, -0.57, -0.51, -0.07, -0.71, 0.18, 0.20, 0.19, 0.24, 0.23, 0.17, 0.16, 0.47], "gap_ev": 11.38, "energy_ha": -382.900107, "homo_ev": -10.559, "smiles": "COC(=O)CCO", "lumo_energy_ev": 0.819, "de_lowest_ev": 1.761}

=====

No. 8
{"formula": "C4H8O3", "method": "the ωB97M-V functional and the def2-TZVPD basis", "symbols": ["O", "C", "C", "C", "C", "O", "H", "H", "H", "H", "H", "H", "O", "H", "H"], "coordinates": [[-0.88858, 2.73244, -0.54100], [0.13864, 2.10053, -0.22059], [0.07742, 0.64031, -0.03920], [-0.39203, -0.07731, -1.22221], [-0.27665, -1.58955, -1.07039], [0.20767, -2.33333, -1.90771], [1.14112, 2.71551, -0.05464], [1.02896, 0.35816, 0.34550], [-0.66765, 0.54187, 0.84016], [0.28938, 0.05946, -2.00223], [-1.46693, 0.20367, -1.56817], [-0.75414, -2.07579, -0.10474], [0.88747, -1.08806, 2.68517], [0.20168, -0.39807, 2.69833], [0.47361, -1.78985, 2.16171]], "forces_ev_per_angstrom": [[2.800, -1.389, 0.759], [-1.801, 3.885, -1.029], [-1.144, 0.850, 3.137], [-2.003, -1.727, -0.990], [-0.839, -1.846, 0.261], [-0.591, 1.363, 1.301], [-1.657, -1.320, -0.223], [0.794, -0.871, 0.093], [0.991, -0.075, -1.201], [0.803, 0.775, -1.665], [1.858, -0.410, 0.718], [0.755, 0.832, -1.254], [-0.626, 0.184, -0.248], [0.427, -0.313, 0.152], [0.230, 0.063, 0.190]], "nbo_charge": [-0.53, 0.43, -0.52, -0.51, 0.46, -0.51, 0.13, 0.24, 0.22, 0.23, 0.26, 0.09, -0.93, 0.46, 0.47], "gap_ev": 10.52, "energy_ha": -382.873096, "homo_ev": -10.217, "smiles": "O=CCCC=O.O", "lumo_energy_ev": 0.303, "de_lowest_ev": 2.496}